No. 1
# C20H20Br2N2OS

The molecule C20H20Br2N2OS at a distorted geometry (the ωB97M-V functional and the def2-TZVPD basis, OMol25).

Each line ends with the Löwdin charge.
Atoms and positions in Å:
C (0.1699, 2.3730, 4.2584)  -0.117
C (0.3903, 3.1560, 2.8349)  -0.258
O (1.7921, 3.3161, 2.4190)  -0.232
C (2.3463, 2.0896, 1.8253)  -0.171
C (1.6859, 1.7217, 0.3335)  -0.057
C (1.2740, 3.0587, -0.5796)  0.052
C (0.5828, 2.8052, -2.0461)  -0.257
N (0.1393, 3.9394, -2.9517)  -0.268
S (-0.5385, 2.9907, -4.2952)  0.841
N (-0.3274, 1.2718, -3.8765)  -0.295
C (0.3370, 1.2266, -2.5023)  -0.156
C (0.7735, -0.1037, -1.6002)  -0.037
C (0.4949, -1.6653, -2.1208)  -0.128
C (-1.0249, -2.0434, -1.5390)  -0.141
C (-1.3144, -3.0849, -0.3039)  -0.058
C (-2.8944, -3.3152, 0.1862)  -0.067
C (-4.1853, -2.5423, -0.5164)  -0.043
C (-3.8902, -1.5268, -1.7787)  -0.186
C (-5.0427, -0.7050, -2.6236)  -0.129
C (-2.3261, -1.3158, -2.2330)  0.005
C (1.4741, 0.1674, -0.1430)  -0.137
C (1.9878, -1.0412, 0.8928)  -0.599
Br (0.8670, -1.8420, 2.3458)  0.642
C (3.4220, -1.4816, 0.6630)  -0.600
C (4.1826, -2.6584, 1.5160)  -0.163
Br (4.4942, -0.6043, -0.8228)  0.615
H (-0.0227, 1.2065, 4.0989)  0.071
H (0.9824, 2.5951, 5.0711)  0.086
H (-0.8570, 2.7851, 4.7066)  0.087
H (-0.3109, 2.6551, 2.0434)  0.125
H (-0.0346, 4.2601, 2.9932)  0.136
H (2.2470, 1.1851, 2.5870)  0.123
H (3.4978, 2.3148, 1.6066)  0.149
H (1.4550, 4.1652, -0.1717)  0.121
H (1.2976, -2.3825, -1.6505)  0.110
H (0.5028, -1.7256, -3.3068)  0.128
H (-0.3979, -3.6408, 0.2049)  0.065
H (-3.1784, -4.0303, 1.0987)  0.082
H (-5.2915, -2.7188, -0.1084)  0.092
H (-6.0899, -1.2308, -2.6558)  0.077
H (-5.2081, 0.3938, -2.2253)  0.085
H (-4.6394, -0.6411, -3.7454)  0.086
H (-2.1077, -0.5649, -3.1128)  0.077
H (5.1249, -2.1654, 2.0553)  0.095
H (3.5121, -3.1379, 2.3488)  0.056
H (4.6487, -3.5089, 0.8203)  0.097

The structure (SMILES) is CCOCc1cc2nsnc2c(Cc2cccc(C)c2)c1/C(Br)=C(/C)Br.

No. 2
# C20H20CeN4O6

A structure of composition C20H20CeN4O6 at a distorted geometry (the ωB97M-V functional and the def2-TZVPD basis, OMol25).

Each line ends with the Löwdin charge.
Atoms and positions in Å:
C (1.0012, -0.3259, 2.3619)  -0.208
C (1.9755, 0.1169, 1.3570)  -0.240
H (0.0110, 0.0760, 2.6524)  0.099
H (1.6057, 0.1689, 3.1399)  0.123
H (0.9878, -1.3982, 2.6509)  0.103
H (2.4189, 0.5060, 0.3169)  0.167
H (2.1966, 1.0844, 1.8516)  0.097
H (2.7626, -0.6118, 1.6029)  0.114
C (-3.1440, -2.1196, 0.1801)  -0.047
C (-4.3047, -2.8250, -0.1510)  0.015
C (-4.4284, -3.3302, -1.4541)  0.018
C (-3.4479, -3.1525, -2.4212)  0.041
H (-2.8935, -1.7441, 1.1788)  0.139
H (-5.0461, -2.9885, 0.6439)  0.140
H (-5.3258, -3.8900, -1.7282)  0.140
H (-3.4504, -3.6431, -3.4059)  0.126
N (-2.2406, -1.8349, -0.8036)  -0.054
C (-2.3392, -2.3752, -2.0676)  -0.162
C (-1.2022, -2.2007, -3.0231)  -0.159
N (-0.1112, -1.4641, -2.6262)  -0.060
C (1.0398, -1.4249, -3.3516)  -0.057
C (-0.0682, -2.7224, -5.0381)  0.015
C (1.0666, -2.0149, -4.6220)  0.016
H (1.8753, -0.9008, -2.8822)  0.135
H (1.9894, -1.9149, -5.2195)  0.143
C (-1.2077, -2.8674, -4.2572)  0.046
H (-2.0613, -3.5063, -4.5164)  0.126
H (-0.0625, -3.1987, -6.0239)  0.141
Ce (-0.1169, -0.8052, -0.3119)  1.490
C (0.6765, -2.9788, -0.0281)  -0.164
H (1.5557, -3.1712, -0.6911)  0.059
H (-0.0277, -3.8294, -0.1622)  0.059
H (1.0477, -2.9963, 1.0367)  0.049
O (-0.8479, 3.2306, -1.1897)  0.154
C (-0.5373, 2.5844, -0.2016)  -0.466
O (-0.7596, 1.2703, 0.0114)  -0.245
C (0.1778, 3.2689, 0.9688)  -0.112
C (-0.1757, 3.0061, 2.2860)  0.073
C (0.6727, 3.4614, 3.3555)  -0.120
C (1.7876, 4.2283, 3.0815)  0.099
C (2.0895, 4.5789, 1.7597)  -0.111
C (1.2237, 4.1717, 0.7137)  0.101
N (3.4258, 4.9453, 1.4075)  -0.298
O (4.2443, 5.1536, 2.3298)  0.104
O (3.6951, 4.9908, 0.1670)  0.066
N (0.4607, 2.9077, 4.6679)  -0.310
O (-0.4719, 2.1011, 4.8247)  0.068
O (1.2602, 3.2862, 5.5598)  0.101
H (-0.9963, 2.3008, 2.5239)  0.136
H (2.5334, 4.4090, 3.9004)  0.161
H (1.4858, 4.3874, -0.3541)  0.156

Its net charge is +2.

No. 3
# C20H20ClINO5S2

A structure of composition C20H20ClINO5S2 at a distorted geometry (the ωB97M-V functional and the def2-TZVPD basis, OMol25).

Each line ends with the Löwdin charge.
Atoms and positions in Å:
O (4.7237, -2.0865, 2.2867)  0.009
C (4.7314, -0.9206, 2.0056)  -0.831
Cl (5.8904, -0.3443, 0.8069)  0.698
C (3.8237, 0.0507, 2.7142)  -0.250
S (3.0448, 1.3441, 1.7135)  0.447
O (3.3421, 1.1408, 0.3318)  -0.352
O (3.5834, 2.5664, 2.2335)  -0.329
N (1.4734, 1.3574, 2.0960)  -0.339
S (0.5203, 0.3338, 1.3162)  0.135
O (0.5611, 0.4188, -0.1131)  -0.387
O (-0.8025, 0.5533, 1.8164)  -0.405
I (1.0056, -1.9774, 2.0207)  0.659
H (4.3906, 0.5701, 3.4686)  0.105
H (3.0982, -0.5389, 3.2382)  0.017
C (-1.1308, -1.1123, -2.1871)  -0.072
C (-1.8546, -0.7705, -3.3224)  -0.090
C (-2.5411, -1.7471, -4.0323)  -0.112
C (-2.5099, -3.0679, -3.6046)  -0.115
C (-1.7874, -3.4105, -2.4702)  -0.103
C (-1.0989, -2.4312, -1.7672)  -0.087
H (-0.5863, -0.3633, -1.6198)  0.071
H (-1.8840, 0.2600, -3.6528)  0.097
H (-3.1013, -1.4795, -4.9199)  0.092
H (-3.0475, -3.8291, -4.1564)  0.092
H (-1.7602, -4.4402, -2.1354)  0.095
H (-0.5237, -2.6888, -0.8880)  0.069
C (2.9484, 5.2024, -1.8771)  -0.101
C (2.3147, 5.4955, -3.0775)  -0.120
C (1.6404, 4.4973, -3.7660)  -0.117
C (1.5947, 3.2092, -3.2489)  -0.093
C (2.2267, 2.9164, -2.0476)  -0.074
C (2.9067, 3.9131, -1.3627)  -0.073
H (3.4759, 5.9808, -1.3400)  0.095
H (2.3460, 6.5025, -3.4760)  0.090
H (1.1494, 4.7232, -4.7049)  0.091
H (1.0645, 2.4305, -3.7828)  0.095
H (2.1891, 1.9152, -1.6406)  0.080
H (3.3998, 3.6808, -0.4277)  0.090
C (-4.0577, -3.6697, 3.2145)  -0.110
C (-3.1914, -3.1021, 2.2897)  -0.095
C (-2.8717, -1.7535, 2.3695)  -0.107
C (-3.4121, -0.9743, 3.3803)  -0.081
C (-4.2759, -1.5410, 4.3079)  -0.104
C (-4.6022, -2.8880, 4.2236)  -0.116
H (-4.3083, -4.7214, 3.1494)  0.093
H (-2.7631, -3.7114, 1.5035)  0.097
H (-2.2041, -1.3076, 1.6497)  0.060
H (-3.1548, 0.0747, 3.4412)  0.102
H (-4.6959, -0.9317, 5.0985)  0.094
H (-5.2796, -3.3285, 4.9450)  0.091

Its net charge is -1.

No. 4
# C20H20F6NO6P

A cluster of 3 separate species, C20H20F6NO6P in total at a distorted geometry (the ωB97M-V functional and the def2-TZVPD basis, OMol25).

Each line ends with the Löwdin charge.
Atoms and positions in Å:
C (2.7078, -0.1733, -1.1225)  0.094
C (3.0254, 1.0071, -1.2462)  -0.054
C (3.3192, 2.4984, -0.8704)  -0.118
C (4.6884, 3.0331, -0.7004)  -0.016
C (4.8894, 4.4592, -0.2974)  -0.041
C (3.7476, 5.3970, -0.0453)  0.008
C (2.3911, 4.8688, -0.2567)  -0.041
C (2.1803, 3.4501, -0.6642)  0.008
C (0.6233, 3.2502, -0.8001)  -0.405
O (0.0362, 2.2129, -0.8372)  0.098
N (0.1580, 4.6111, -0.9160)  -0.152
P (-1.6095, 4.7564, -0.7632)  0.916
C (-2.4017, 3.7967, -2.1654)  -0.312
C (-1.9984, 3.9112, 0.9007)  -0.263
C (0.9690, 5.5247, -0.1290)  -0.401
O (0.5744, 6.4889, 0.4652)  0.101
H (2.1142, -1.1212, -1.1421)  0.052
H (5.5655, 2.3619, -0.8755)  0.110
H (5.9130, 4.8896, -0.1552)  0.097
H (3.8888, 6.4528, 0.2860)  0.112
H (-2.0594, 4.1580, -3.1849)  0.048
H (-2.2412, 2.6780, -2.1100)  0.033
H (-3.5190, 3.9714, -2.1061)  0.042
H (-3.0149, 4.2797, 1.2022)  0.040
H (-1.1845, 4.2321, 1.6244)  0.052
H (-1.9349, 2.7916, 0.8187)  0.022
C (0.0292, -0.7629, 1.4657)  -0.052
C (-1.1799, -0.8714, 0.5668)  -0.198
O (-2.2336, -1.6095, 1.2116)  0.029
C (-2.9998, -0.9177, 2.0642)  -0.382
O (-2.8606, 0.2462, 2.3175)  0.164
C (-4.1028, -1.8134, 2.6298)  -0.519
F (-3.6418, -3.0256, 2.9966)  0.152
F (-5.0788, -2.0292, 1.7253)  0.157
F (-4.6893, -1.2826, 3.7124)  0.162
H (0.3557, -1.7537, 1.7906)  0.081
H (0.8489, -0.2706, 0.9404)  0.058
H (-0.1974, -0.1921, 2.3687)  0.081
H (-0.9225, -1.4219, -0.3386)  0.115
H (-1.5259, 0.1168, 0.2571)  0.111
C (-1.8478, -6.3102, -0.3984)  -0.058
C (-0.5769, -6.2817, 0.4260)  -0.196
O (0.5729, -6.0975, -0.4190)  0.033
C (0.8462, -4.8361, -0.7704)  -0.375
O (0.2031, -3.8807, -0.4341)  0.156
C (2.1169, -4.7841, -1.6193)  -0.519
F (2.1438, -5.7446, -2.5606)  0.162
F (3.2218, -4.9487, -0.8668)  0.162
F (2.2557, -3.6123, -2.2608)  0.150
H (-1.7793, -7.0679, -1.1819)  0.084
H (-2.7103, -6.5299, 0.2322)  0.085
H (-2.0161, -5.3523, -0.8941)  0.078
H (-0.4430, -7.2400, 0.9292)  0.127
H (-0.6168, -5.5134, 1.2008)  0.126

The structure (SMILES) is C#Cc1cccc2c1C(=O)N(P(C)C)C2=O.CCOC(=O)C(F)(F)F.CCOC(=O)C(F)(F)F.

No. 5
# C20H20FN3O4S2

The molecule C20H20FN3O4S2 (the ωB97M-V functional and the def2-TZVPD basis, OMol25).

Each line ends with the Löwdin charge.
Atoms and positions in Å:
C (3.3671, 2.2731, 0.4513)  -0.022
C (1.8879, 2.1075, 0.5668)  -0.183
C (1.0316, 3.1107, 0.1264)  -0.006
C (-0.3356, 2.9525, 0.2165)  -0.049
C (-0.8637, 1.8001, 0.7693)  -0.234
S (-2.6574, 1.7703, 0.7579)  0.692
O (-3.1514, 2.8116, 1.6052)  -0.272
O (-3.2043, 0.4537, 0.9089)  -0.279
N (-2.9886, 2.3204, -0.8048)  -0.058
C (-2.8784, 1.5368, -1.9336)  -0.284
C (-3.5498, 1.8707, -3.1114)  -0.007
C (-3.3695, 1.0707, -4.2243)  -0.151
N (-2.5946, -0.0006, -4.2411)  0.050
C (-1.9614, -0.3143, -3.1240)  -0.141
C (-2.0589, 0.4086, -1.9480)  -0.006
C (-0.0506, 0.7854, 1.2578)  -0.156
C (-0.6231, -0.4157, 1.9423)  -0.011
C (1.3374, 0.9475, 1.1218)  -0.186
N (2.2286, -0.0786, 1.5048)  -0.242
C (2.4799, -0.4050, 2.8866)  -0.056
S (2.8396, -1.0638, 0.3149)  0.685
O (4.0812, -1.5947, 0.7931)  -0.273
O (2.8081, -0.3423, -0.9204)  -0.260
C (1.6455, -2.3979, 0.2048)  -0.278
C (1.7612, -3.4944, 1.0386)  -0.049
C (0.7990, -4.4887, 0.9909)  0.015
C (-0.2573, -4.3457, 0.1048)  -0.260
F (-1.1947, -5.3059, 0.0600)  0.076
C (-0.3772, -3.2531, -0.7402)  0.020
C (0.5948, -2.2699, -0.6856)  -0.059
H (3.6303, 3.3243, 0.3670)  0.085
H (3.8767, 1.8331, 1.3048)  0.088
H (3.7135, 1.7494, -0.4384)  0.081
H (1.4439, 4.0156, -0.2927)  0.118
H (-1.0108, 3.7180, -0.1295)  0.115
H (-3.6585, 3.0731, -0.8350)  0.128
H (-4.1954, 2.7351, -3.1468)  0.109
H (-3.8752, 1.2963, -5.1539)  0.106
H (-1.3342, -1.1945, -3.1797)  0.099
H (-1.5290, 0.1065, -1.0610)  0.083
H (-0.6982, -0.2155, 3.0119)  0.106
H (0.0052, -1.2896, 1.7951)  0.062
H (-1.6245, -0.6250, 1.5798)  0.062
H (3.4259, -0.9433, 2.9096)  0.085
H (1.6982, -1.0291, 3.3295)  0.083
H (2.5736, 0.5114, 3.4697)  0.104
H (2.6089, -3.5625, 1.7014)  0.119
H (0.8559, -5.3621, 1.6207)  0.124
H (-1.2153, -3.1869, -1.4153)  0.119
H (0.5631, -1.4031, -1.3264)  0.109

The structure (SMILES) is Cc1ccc(S(=O)(=O)Nc2ccncc2)c(C)c1N(C)S(=O)(=O)c1ccc(F)cc1.

no.,E_tot (hartree)
1,-6504.27503
2,-1918.82908
3,-2759.40028
4,-2220.77424
5,-2135.58068